Computed, not measured: 5 unconnected molecules or ions with the total composition C37H66N2O18, with ωB97M-V with the def2-TZVPD basis set.

The geometry in ORCA input format:
```
! wB97M-V def2-TZVPD RIJCOSX def2/J DEFGRID3
* xyz 0 1
C -5.37471 -2.74115 -3.52868
C -4.04353 -2.47128 -2.89819
O -3.90569 -2.13621 -1.75516
O -3.02112 -2.64907 -3.74460
C -1.79514 -2.00449 -3.33004
C -0.94722 -1.79878 -4.54741
C -0.33227 -2.90837 -5.12273
C 0.46125 -2.78959 -6.25942
O 1.02715 -3.93210 -6.80030
N 0.01542 -4.72966 -7.53988
O -0.49598 -4.12536 -8.37472
C 0.68377 -1.54647 -6.83275
C 0.06834 -0.44088 -6.27047
C -0.75324 -0.54634 -5.14491
C -1.38346 0.70926 -4.65041
O -1.57621 0.95837 -3.48916
C -1.73652 1.68364 -5.72394
N -2.87429 2.46924 -5.55648
C -0.92207 1.77795 -6.78569
C 0.25339 0.91117 -6.87507
O 1.29832 1.24502 -7.36803
H -5.63460 -1.86843 -4.12169
H -5.28758 -3.59751 -4.18987
H -6.11187 -2.90660 -2.75837
H -1.27450 -2.69061 -2.66310
H -1.98241 -1.10481 -2.76589
H -0.47036 -3.88122 -4.67534
H 1.30104 -1.42674 -7.70929
H -3.33785 2.61942 -6.44209
H -3.53441 2.02648 -4.92800
H -1.12470 2.46944 -7.58842
C -5.07895 2.93047 4.94387
O -4.20401 2.25988 4.06731
C -3.16292 1.58914 4.75710
C -2.56540 0.49438 3.90216
O -3.33182 -0.70150 3.87404
C -4.52664 -0.67719 3.10150
C -4.28826 -0.71334 1.60892
O -3.94040 0.57200 1.12372
C -3.24407 0.50081 -0.10375
H -4.54540 3.68986 5.52617
H -5.84450 3.41770 4.34274
H -5.56710 2.22464 5.62655
H -3.54343 1.15286 5.68886
H -2.37984 2.32130 5.00056
H -1.61365 0.20669 4.35627
H -2.35332 0.85281 2.89325
H -5.16270 0.16434 3.38130
H -5.05453 -1.59392 3.37444
H -5.20798 -1.03892 1.10422
H -3.49156 -1.43312 1.38648
H -2.30440 -0.05222 0.01533
H -3.01186 1.51843 -0.41456
H -3.85172 0.02157 -0.87058
C -2.54124 5.91325 4.43736
O -2.11885 6.36727 5.70501
C -1.98654 5.31042 6.63845
C -1.07319 5.70772 7.77617
O 0.30866 5.62241 7.46103
C 0.84741 6.64166 6.63081
C 1.04821 7.96427 7.33552
O -0.17345 8.67804 7.42652
C -0.15685 9.63834 8.45712
H -3.52071 5.42821 4.49765
H -2.61562 6.77983 3.78360
H -1.81131 5.21486 4.01129
H -1.58226 4.41662 6.14731
H -2.98195 5.07548 7.04260
H -1.22172 4.98796 8.58422
H -1.33349 6.69569 8.16061
H 0.25613 6.76767 5.72208
H 1.83226 6.27227 6.33718
H 1.76274 8.57143 6.76225
H 1.45911 7.78201 8.33569
H -0.00640 9.16288 9.43365
H -1.12277 10.13944 8.45809
H 0.62960 10.38417 8.29218
C -1.43661 -2.85277 6.08869
O -0.88663 -3.74244 5.14152
C -0.76875 -3.15023 3.85751
C 0.26444 -3.87630 3.02696
O 1.60625 -3.51854 3.33034
C 2.15879 -4.04094 4.52938
C 2.52763 -5.50539 4.44882
O 1.38327 -6.32547 4.61601
C 1.56623 -7.61503 4.08069
H -2.44025 -2.53142 5.79077
H -1.49528 -3.37638 7.04132
H -0.79170 -1.97380 6.21289
H -0.48359 -2.09548 3.94896
H -1.74576 -3.21073 3.36089
H 0.12195 -3.57319 1.98712
H 0.12089 -4.95733 3.07929
H 1.50797 -3.84713 5.38406
H 3.08241 -3.47786 4.68087
H 3.24195 -5.74019 5.25056
H 3.00200 -5.70535 3.48055
H 1.75465 -7.56852 3.00138
H 0.65009 -8.17711 4.25100
H 2.39774 -8.13470 4.57149
C 4.41944 0.32593 -5.39985
O 4.80474 -0.59372 -6.39658
C 4.93055 0.02121 -7.66905
C 5.80241 -0.81172 -8.58081
O 7.19608 -0.65890 -8.34932
C 7.73273 -1.29664 -7.19966
C 7.87641 -2.79553 -7.33980
O 6.63404 -3.44392 -7.12390
C 6.59187 -4.72770 -7.70138
H 3.44489 0.76880 -5.63499
H 4.34354 -0.21746 -4.45939
H 5.16758 1.11942 -5.28592
H 5.36575 1.02229 -7.56624
H 3.92928 0.11440 -8.11092
H 5.64690 -0.45456 -9.60121
H 5.50912 -1.86299 -8.54952
H 7.16655 -1.04012 -6.30238
H 8.73588 -0.87878 -7.08993
H 8.59210 -3.15943 -6.58918
H 8.26052 -3.02969 -8.33987
H 6.72361 -4.67313 -8.78869
H 5.61315 -5.15382 -7.48937
H 7.36293 -5.38052 -7.27531
*
```

For the LUMO energy, the calculation gives -0.03985 Ha. The calculation puts the maximum force at 0.9 eV/A. As for the frontier orbital gap: 7.925 eV. The SMILES is CC(=O)OCc1cc(ON=O)cc2c1C(=O)C(N)=CC2=O.COCCOCCOC.COCCOCCOC.COCCOCCOC.COCCOCCOC. For the total energy, the calculation gives -2912.9205 Ha.

Mulliken population analysis, charges in e, atoms 1 to 8: -1.168, 0.843, -0.532, -0.338, -0.861, 0.767, -0.696, -0.080